# 1
This record from the Open Molecules 2025 dataset describes C31H28N4O5 in the gas phase. The level of theory is wB97M-V/def2-TZVPD.

```
! RIJCOSX wB97M-V def2-TZVPD def2/J DEFGRID3
* xyz 0 1
C 7.0661 0.4149 -0.0192
O 6.0357 1.2152 -0.5474
C 4.8114 0.6584 -0.7427
C 3.8516 1.4876 -1.3288
C 2.5721 1.0321 -1.5578
C 2.2067 -0.2690 -1.2097
C 0.8446 -0.7867 -1.3828
C -0.2665 0.0823 -1.4282
C -1.5439 -0.4272 -1.4437
C -2.6969 0.5208 -1.4411
O -3.8562 0.2251 -1.5746
O -2.2736 1.7823 -1.2727
C -3.2814 2.7695 -1.0437
C -3.9265 3.2245 -2.3476
C -2.6498 3.9526 -0.3158
O -3.0161 5.0938 -0.5037
N -1.6392 3.7078 0.5588
C -1.1154 2.5064 1.0403
C 0.2048 2.2460 1.2748
C 1.3816 3.1376 1.1099
N 0.3524 0.9616 1.7265
C 1.3967 0.5968 2.6578
N -0.9200 0.4178 1.8582
C -1.1229 -0.9675 1.9550
C -0.1143 -1.8655 1.6138
C -0.3463 -3.2258 1.6928
C -1.5805 -3.7061 2.0924
C -2.5846 -2.8126 2.4243
C -2.3610 -1.4498 2.3724
C -1.8803 1.3365 1.4277
O -3.0807 1.1364 1.4109
C -1.7171 -1.8397 -1.4285
C -2.9580 -2.5018 -1.3672
C -3.0168 -3.8688 -1.3703
C -1.8476 -4.6409 -1.4438
C -0.6258 -4.0338 -1.4876
C -0.5268 -2.6260 -1.4597
N 0.7037 -2.0926 -1.4252
C 3.1751 -1.0948 -0.6428
C 4.4596 -0.6456 -0.4046
H 7.2709 -0.4491 -0.6587
H 7.9467 1.0541 0.0151
H 6.8302 0.0712 0.9933
H 4.1437 2.4893 -1.6033
H 1.8615 1.6900 -2.0336
H -0.1192 1.1490 -1.4208
H -4.0417 2.3252 -0.3837
H -4.4930 2.4068 -2.7841
H -4.5875 4.0601 -2.1400
H -3.1586 3.5491 -3.0467
H -1.2415 4.5553 0.9484
H 2.2170 2.5856 0.6839
H 1.6973 3.5499 2.0695
H 1.1284 3.9616 0.4483
H 2.3146 0.3706 2.1117
H 1.5932 1.4073 3.3643
H 1.0896 -0.2836 3.2170
H 0.8374 -1.5101 1.2539
H 0.4428 -3.9106 1.4225
H -1.7596 -4.7693 2.1388
H -3.5527 -3.1765 2.7327
H -3.1454 -0.7567 2.6230
H -3.8593 -1.9142 -1.3182
H -3.9750 -4.3644 -1.3198
H -1.9223 -5.7186 -1.4581
H 0.2915 -4.6001 -1.5322
H 2.8995 -2.1069 -0.3894
H 5.1775 -1.3170 0.0400
*
```

The value obtained for the HOMO-LUMO gap is 7.65 eV. Its HOMO energy is -8.067 eV. Its energy is -1793.38004 a.u. For the energy above the lowest of the compared OMol25 structures with the same formula, charge and spin, the calculation gives 0.000 eV.



# 2
This record from the Open Molecules 2025 dataset describes 2 unconnected molecules or ions with the total composition C3NO3 in a non-equilibrium geometry. The level of theory is wB97M-V/def2-TZVPD.

```
! RIJCOSX wB97M-V def2-TZVPD def2/J DEFGRID3
* xyz -1 1
C -2.0681 0.8705 -0.3957
C -1.9607 -0.4077 -0.3421
C 2.6508 -0.2841 0.4867
N 1.6022 -0.0035 0.0213
O -1.8533 2.0506 -0.3999
O -2.1288 -1.6476 -0.2607
O 3.7580 -0.5783 0.8904
*
```

The value obtained for the HOMO-LUMO gap (alpha / beta) is 4.70 / 4.70 eV. Its HOMO energy (alpha / beta) is -3.584 / -3.581 eV. Its energy is -394.74387 a.u. For the energy above the lowest of the compared OMol25 structures with the same formula, charge and spin, the calculation gives 2.720 eV.



# 3
This record from the Open Molecules 2025 dataset describes 2 unconnected molecules or ions with the total composition C6H11N7O6S in a non-equilibrium geometry. The level of theory is wB97M-V/def2-TZVPD.

```
! RIJCOSX wB97M-V def2-TZVPD def2/J DEFGRID3
* xyz 0 1
C 3.8619 -0.8438 0.5538
S 2.9839 -0.8128 -0.9812
O 3.5477 0.1062 -1.8975
O 2.8185 -2.1493 -1.4303
N 1.3567 -0.3004 -0.6137
O 0.3495 -0.9440 -1.3192
C 0.2523 -0.4354 -2.5349
N -0.0772 0.1349 -3.4801
C 1.0712 0.6912 0.2582
N 1.9880 1.3738 0.9369
C 1.3205 2.2153 1.6835
N 0.0206 2.0797 1.4725
N -0.1525 1.1152 0.5640
C -1.4942 0.7341 0.1294
C -1.9747 -0.5747 0.7954
N -1.0089 -1.0537 1.8086
H 4.4631 0.0542 0.5854
H 4.4967 -1.7159 0.5703
H 3.1909 -0.8049 1.3977
H 1.7831 2.8973 2.3649
H -0.7263 2.5932 1.9076
H -1.4546 0.5495 -0.9360
H -2.1926 1.5498 0.2381
H -2.1954 -1.3012 0.0313
H -2.8933 -0.3486 1.3157
H -1.5338 -1.4614 2.5642
H -0.4118 -1.7653 1.4129
N -4.3608 -0.3969 -1.8589
O -4.8355 -0.4377 -0.6999
O -3.1165 -0.5626 -2.0027
O -5.0766 -0.1857 -2.8358
*
```

The value obtained for the HOMO-LUMO gap is 6.39 eV. Its HOMO energy is -7.290 eV. Its energy is -1467.80636 a.u. For the energy above the lowest of the compared OMol25 structures with the same formula, charge and spin, the calculation gives 0.251 eV.